(1)
{"formula": "C32H40F24O16", "method": "ωB97M-V/def2-TZVPD", "total_charge": -1, "e_above_lowest_kj_mol": 0.0, "spin_multiplicity": 2, "homo_lumo_gap_ev": [3.049, 7.510], "homo_energy_ev": [-1.12, -5.58], "s_squared": 0.753, "symbols": ["C", "C", "O", "C", "O", "C", "F", "F", "F", "H", "H", "H", "H", "H", "C", "C", "O", "C", "O", "C", "F", "F", "F", "H", "H", "H", "H", "H", "C", "C", "O", "C", "O", "C", "F", "F", "F", "H", "H", "H", "H", "H", "C", "C", "O", "C", "O", "C", "F", "F", "F", "H", "H", "H", "H", "H", "C", "C", "O", "C", "O", "C", "F", "F", "F", "H", "H", "H", "H", "H", "C", "C", "O", "C", "O", "C", "F", "F", "F", "H", "H", "H", "H", "H", "C", "C", "O", "C", "O", "C", "F", "F", "F", "H", "H", "H", "H", "H", "C", "C", "O", "C", "O", "C", "F", "F", "F", "H", "H", "H", "H", "H"], "coordinates": [[1.26708, 1.44360, -5.52184], [-0.05463, 2.19169, -5.54783], [0.32322, 3.54210, -5.51392], [-0.64431, 4.49427, -5.64659], [-1.80779, 4.27045, -5.90864], [-0.19262, 5.92387, -5.43176], [0.06114, 6.56484, -6.64370], [-1.07589, 6.66767, -4.75216], [0.91954, 5.90425, -4.73449], [1.82487, 1.61159, -6.44312], [1.00009, 0.38721, -5.49260], [1.82505, 1.51156, -4.58794], [-0.77402, 1.93771, -4.76932], [-0.52744, 1.97190, -6.50504], [3.36788, -1.38732, -3.05045], [2.44805, -1.10978, -1.85225], [1.12894, -0.84424, -2.24981], [0.25523, -1.81572, -2.67610], [0.65610, -2.98930, -2.99419], [-1.13322, -1.34545, -3.02483], [-1.20553, -0.08324, -3.34884], [-1.82211, -2.06367, -3.96424], [-1.89494, -1.44835, -1.94684], [4.35940, -1.58281, -2.64207], [3.27500, -0.49199, -3.66515], [3.00810, -2.30251, -3.52065], [2.81813, -0.28504, -1.24318], [2.42491, -2.02413, -1.25938], [-1.39421, -4.55650, 0.25446], [-1.10549, -5.40052, 1.47158], [-0.34616, -6.57402, 1.15250], [-0.97343, -7.76403, 1.17791], [-2.15762, -8.00514, 1.27270], [0.03429, -8.95650, 1.00944], [1.26576, -8.49204, 0.74176], [-0.01905, -9.71081, 2.12184], [-0.46567, -9.85751, 0.05445], [-0.52902, -4.15872, -0.27594], [-2.07435, -3.71159, 0.36237], [-1.85298, -5.17982, -0.51307], [-1.93824, -5.65607, 2.12681], [-0.47697, -4.84641, 2.16874], [3.44731, 0.52519, 4.09889], [4.39179, 1.68089, 4.35329], [5.15034, 1.87597, 3.20501], [6.29066, 1.17001, 2.88557], [6.68127, 0.17756, 3.49697], [6.98601, 1.56308, 1.59059], [7.18702, 0.54930, 0.71799], [6.24502, 2.48515, 0.95384], [8.11857, 2.07249, 1.87698], [2.97509, 0.63528, 3.12266], [2.61118, 0.42476, 4.79092], [4.03959, -0.38240, 3.98231], [4.94768, 1.37994, 5.24127], [3.90756, 2.64847, 4.48532], [0.07560, 3.64298, 3.02841], [1.51908, 4.11322, 2.77242], [1.66857, 4.28598, 1.35298], [2.23923, 3.25990, 0.60659], [2.71460, 2.20135, 1.09718], [2.74573, 3.63308, -0.77708], [2.26699, 4.86926, -1.25703], [4.05185, 3.68061, -0.79831], [2.47460, 2.74851, -1.75881], [-0.38111, 3.83777, 3.99875], [-0.04996, 2.58310, 2.80709], [-0.53937, 4.15801, 2.29040], [2.29940, 3.44906, 3.14402], [1.74103, 5.11345, 3.14440], [-0.54675, 1.02074, 5.39566], [-0.73228, 0.01634, 6.58267], [-0.71726, -1.35768, 6.09966], [0.38479, -2.04570, 5.68858], [1.58131, -1.61847, 5.81255], [0.08519, -3.45896, 5.19417], [0.16693, -3.38357, 3.85159], [1.01386, -4.31719, 5.63336], [-1.12170, -3.85852, 5.57727], [-1.12345, 0.68419, 4.53413], [0.48853, 1.05311, 5.05618], [-0.81500, 2.06207, 5.57393], [-1.75371, 0.22548, 6.90054], [-0.10879, 0.20102, 7.45746], [-7.17447, -1.60414, -4.76262], [-7.37753, -0.91633, -3.30610], [-6.19338, -0.20397, -2.84676], [-6.05719, 0.08496, -1.54447], [-6.90753, -0.12433, -0.64628], [-4.71137, 0.61429, -1.26249], [-4.10434, -0.08973, -0.27872], [-3.95828, 0.60188, -2.35171], [-4.81910, 1.94125, -0.94526], [-8.10921, -2.14218, -4.92033], [-6.33755, -2.30227, -4.74599], [-7.07720, -0.91113, -5.59831], [-7.75003, -1.64663, -2.58776], [-8.23716, -0.24796, -3.25694], [-0.69991, 2.84923, -1.94297], [-1.29976, 2.34125, -0.65855], [-0.74598, 1.00170, -0.29799], [-1.00583, 0.47593, 0.91207], [-1.80064, 0.98218, 1.72407], [-0.34390, -0.85282, 1.15042], [0.59386, -0.65733, 2.16767], [-1.29204, -1.69727, 1.55381], [0.20582, -1.32008, 0.04893], [-1.00381, 2.23553, -2.79097], [0.38894, 2.89753, -1.95638], [-1.04273, 3.86652, -2.13184], [-2.38250, 2.27419, -0.76464], [-1.16128, 3.16546, 0.04116]], "mulliken_charge": [-1.1459, 0.1085, -0.2072, 0.3195, -0.5446, 0.9045, -0.2723, -0.2444, -0.2231, 0.4484, 0.4017, 0.0930, 0.0155, 0.4022, -1.3003, -0.3491, 0.4013, 0.2987, -0.6410, 0.8167, -0.0911, -0.3183, -0.2184, 0.4279, 0.2049, 0.3370, 0.4149, 0.2741, -0.9982, 0.1158, -0.3024, 0.3639, -0.5337, 0.8264, -0.2165, -0.2447, -0.2577, 0.2479, 0.2691, 0.4278, 0.4060, -0.0716, -0.6024, -0.4879, -0.1816, 0.3692, -0.5656, 0.8940, -0.2774, -0.2159, -0.2575, 0.1778, -0.0230, 0.4670, 0.3470, 0.3550, -0.6448, 0.1238, -0.4260, 0.1464, -0.6788, 0.6184, -0.3440, -0.2934, -0.2151, 0.4119, -0.1740, 0.3201, -0.2658, 0.3883, -0.5516, -0.4778, -0.2659, 0.4943, -0.5929, 0.8220, -0.2404, -0.2443, -0.2374, 0.2137, 0.0216, 0.4331, 0.3287, 0.3195, -1.0475, -0.3796, -0.1988, -0.2066, -0.5986, 1.5214, -0.1880, -0.2933, -0.3037, 0.3679, 0.2917, 0.3086, 0.3698, 0.3358, -0.5536, -0.0849, 0.4881, 0.0238, -0.6173, 0.4184, -0.0711, -0.2224, -0.1145, -0.2109, -0.2261, 0.6058, 0.0553, 0.1967]}


(2)
{"formula": "C33H51N9O18S3", "method": "ωB97M-V/def2-TZVPD", "homo_lumo_gap_ev": 7.337, "homo_energy_ev": -8.18, "symbols": ["C", "N", "O", "O", "H", "H", "H", "C", "N", "O", "O", "H", "H", "H", "C", "N", "O", "O", "H", "H", "H", "C", "C", "O", "S", "O", "O", "O", "H", "H", "H", "H", "C", "C", "O", "S", "O", "O", "O", "H", "H", "H", "H", "C", "C", "O", "S", "O", "O", "O", "H", "H", "H", "H", "N", "C", "C", "C", "C", "H", "H", "H", "H", "H", "N", "C", "C", "C", "C", "H", "H", "H", "H", "H", "N", "C", "C", "C", "C", "H", "H", "H", "H", "H", "N", "C", "C", "C", "C", "H", "H", "H", "H", "H", "N", "C", "C", "C", "C", "H", "H", "H", "H", "H", "N", "C", "C", "C", "C", "H", "H", "H", "H", "H"], "coordinates": [[-4.72809, 1.42456, -0.59851], [-3.85963, 2.04204, 0.41229], [-3.03526, 2.85822, 0.03500], [-4.02838, 1.66848, 1.56142], [-5.10455, 2.15654, -1.31094], [-5.57939, 0.98698, -0.09142], [-4.17407, 0.70185, -1.19291], [2.55405, 0.38745, 3.38503], [4.00740, 0.08477, 3.14267], [4.55042, -0.66193, 3.92635], [4.53837, 0.64621, 2.22140], [2.06595, -0.43604, 2.87120], [2.40171, 1.34890, 2.90307], [2.34642, 0.49771, 4.44081], [-0.25643, -3.26183, -2.69819], [-0.09037, -4.18304, -1.54628], [0.34020, -5.29095, -1.73928], [-0.48933, -3.80886, -0.46492], [0.39669, -3.52401, -3.51879], [0.03731, -2.30486, -2.27713], [-1.30731, -3.30044, -2.97163], [0.39825, 1.63861, -0.44809], [1.09002, 0.36032, -0.81829], [0.13406, -0.64066, -0.48068], [-0.67757, -0.22139, 0.83959], [-0.15984, -0.95708, 1.91459], [-2.06366, -0.21155, 0.52251], [-0.13907, 1.29047, 0.86754], [-0.44872, 1.86188, -1.09535], [1.09343, 2.46962, -0.36985], [2.03270, 0.26875, -0.27055], [1.27535, 0.25732, -1.88612], [0.28232, 4.62643, 1.39423], [0.58188, 5.70013, 2.44732], [1.74986, 6.40733, 1.97622], [2.39428, 5.62805, 0.73759], [3.16487, 4.54927, 1.23698], [2.92406, 6.52216, -0.19229], [0.99535, 5.08343, 0.21365], [-0.73903, 4.64017, 1.02424], [0.61412, 3.62270, 1.64621], [0.83223, 5.28111, 3.41317], [-0.24776, 6.38983, 2.57744], [1.80803, -3.66379, 1.82832], [2.60847, -4.90756, 1.39999], [3.12506, -4.60024, 0.10491], [3.16142, -3.03864, -0.16103], [2.84129, -2.82379, -1.52616], [4.32025, -2.43611, 0.36657], [1.88450, -2.73953, 0.72714], [2.26561, -3.16864, 2.68552], [0.76590, -3.86734, 2.05346], [1.98737, -5.78376, 1.25651], [3.39083, -5.04319, 2.14392], [-2.16100, 2.35223, 3.68020], [-1.17652, 1.80812, 4.45494], [-1.02731, 2.59382, 5.57422], [-1.98926, 3.63380, 5.46998], [-2.67732, 3.46009, 4.29441], [-2.45759, 1.94773, 2.80566], [-0.68799, 0.90537, 4.12787], [-0.26139, 2.51928, 6.32818], [-2.07175, 4.48407, 6.12879], [-3.51868, 3.97430, 3.86485], [-1.68949, -2.78826, 4.05072], [-2.19833, -4.04894, 4.02120], [-1.29277, -4.89924, 4.60994], [-0.12388, -4.11658, 4.84812], [-0.40319, -2.81544, 4.54109], [-2.18845, -1.97338, 3.74997], [-3.10327, -4.32448, 3.50162], [-1.43801, -5.94269, 4.81985], [0.78369, -4.48985, 5.29874], [0.12580, -1.90695, 4.76634], [-3.35757, -3.36044, 0.17361], [-4.10179, -2.63570, 1.06248], [-5.19118, -3.38086, 1.42090], [-5.07392, -4.63505, 0.76309], [-3.96781, -4.56489, -0.05188], [-2.53743, -3.12815, -0.36082], [-3.79120, -1.67703, 1.43721], [-5.98810, -3.08871, 2.08331], [-5.68244, -5.52381, 0.80982], [-3.52437, -5.36756, -0.61735], [1.20838, -1.38876, -6.19912], [2.49081, -1.81393, -6.40910], [3.17052, -1.70110, -5.23790], [2.24523, -1.20326, -4.28317], [1.06419, -0.95299, -4.91065], [0.48205, -1.40406, -6.88786], [2.72815, -2.14510, -7.40762], [4.21561, -1.92049, -5.11556], [2.44637, -1.05651, -3.23531], [0.12240, -0.56597, -4.56332], [3.51759, 3.36163, -4.18932], [3.73636, 3.26332, -2.82846], [4.69720, 4.18597, -2.52725], [5.07780, 4.86173, -3.71701], [4.37973, 4.26007, -4.74059], [2.92109, 2.77904, -4.74662], [3.14490, 2.56537, -2.26561], [5.03267, 4.45133, -1.53669], [5.72201, 5.72050, -3.76933], [4.47992, 4.42286, -5.80028], [-2.29367, 1.83682, -3.14261], [-2.16956, 0.48502, -2.98292], [-2.34308, -0.09472, -4.21604], [-2.62171, 0.95823, -5.12803], [-2.49731, 2.15159, -4.45846], [-2.15971, 2.54813, -2.44309], [-2.10311, 0.00251, -2.02151], [-2.40000, -1.13453, -4.49143], [-2.89158, 0.84113, -6.16559], [-2.46229, 3.14932, -4.85502]], "mulliken_charge": [-0.7317, 1.1850, -0.6214, -0.6192, 0.2992, 0.3085, 0.1942, -0.0999, 1.0532, -0.6157, -0.5628, -0.1093, 0.0035, 0.3233, -0.6342, 0.9850, -0.5867, -0.5263, 0.3600, -0.0911, 0.4535, 0.7331, -0.4349, 0.5053, -0.6174, -0.0610, -0.1871, 0.5347, -0.9437, 0.6003, 0.1703, 0.0056, 0.2596, -0.1934, -0.3811, 1.1586, -0.5108, -0.5517, -0.3803, 0.3307, -0.2747, 0.2604, 0.2575, 0.0063, -0.3323, -0.3965, 1.1273, -0.4047, -0.6621, -0.1704, 0.3320, -0.1996, 0.3240, 0.2930, 0.3845, -0.6077, -0.6878, -0.7631, -0.4339, 0.2173, 0.6035, 0.4265, 0.4014, 0.4662, 0.1692, -0.4275, -0.6572, -0.5814, -0.5356, 0.2147, 0.3386, 0.4589, 0.5138, 0.5013, 0.5394, -0.7124, -1.1549, -0.5969, -0.3837, 0.0529, 0.8725, 0.4413, 0.4035, 0.4365, 0.0118, -0.4275, -1.4025, 0.4883, -0.7049, 0.1883, 0.4290, 0.4423, 0.5494, 0.4351, 0.0849, -0.4933, -0.4760, -0.5501, -0.4668, 0.1809, 0.5217, 0.4334, 0.3835, 0.3840, 0.3288, -0.5814, -1.0047, -0.5540, -0.8050, 0.1784, 0.9218, 0.5221, 0.4533, 0.4654]}